Record 1
ORCA calculation (ωB97M-V/def2-TZVPD) on a single C5H10O molecule in a non-equilibrium geometry.

Last column: Mulliken charge in e.
Atoms and positions in Å:
O  1.383  -1.892  -0.439  -0.508
C  -0.872  0.463  -0.445  0.274
C  0.044  1.565  0.011  -0.783
C  -1.580  -0.439  0.543  -1.478
C  0.612  0.388  -0.726  0.151
C  1.529  -0.556  0.007  -0.883
H  -1.807  -1.417  0.100  0.320
H  1.303  -0.532  1.094  0.323
H  0.893  0.542  -1.766  0.359
H  -1.481  0.703  -1.317  0.334
H  2.579  -0.286  -0.109  0.361
H  -0.985  -0.604  1.449  0.312
H  0.254  1.617  1.079  0.236
H  -2.530  0.005  0.864  0.371
H  0.641  -2.087  0.142  0.332
H  0.018  2.529  -0.486  0.279

HOMO	-10.118	eV
orbital gap	11.146	eV
spin multiplicity	1
E_tot	-271.70485	Eh
charge	0

=====

Record 2
ORCA calculation (ωB97M-V/def2-TZVPD) on a 2-piece molecular cluster, C5H10O overall in a non-equilibrium geometry.

Last column: Mulliken charge in e.
Atoms and positions in Å:
O  0.538  -0.826  1.193  -0.507
C  0.518  -1.942  -0.687  -0.996
C  0.087  0.504  -0.587  -0.205
C  -1.410  0.470  -0.740  -1.228
C  0.365  1.072  1.444  -0.784
C  0.891  -0.669  -0.137  0.546
H  -1.815  1.482  -0.592  0.387
H  -0.503  1.719  1.272  0.280
H  -1.724  0.154  -1.743  0.333
H  1.225  -2.629  -1.158  0.289
H  0.588  1.258  -1.210  0.389
H  -0.517  -2.264  -0.604  0.286
H  -1.856  -0.196  0.007  0.329
H  1.962  -0.441  -0.297  0.266
H  1.307  1.599  1.271  0.313
H  0.322  0.743  2.488  0.301

HOMO (spin up / spin down)	-8.098 / -8.190	eV
orbital gap (spin up / spin down)	8.355 / 7.905	eV
spin multiplicity	1
E_tot	-271.51061	Eh
charge	0

=====

Record 3
ORCA calculation (ωB97M-V/def2-TZVPD) on a single C5H10O molecule in a non-equilibrium geometry.

Last column: Mulliken charge in e.
Atoms and positions in Å:
O  -2.302  0.601  -0.934  -0.460
C  0.327  1.601  -0.003  -1.272
C  0.406  -0.141  -0.408  0.418
C  1.686  -0.674  0.219  -1.524
C  -2.129  -0.451  -0.366  -0.020
C  -0.794  -0.930  0.121  -0.588
H  -0.752  -2.028  -0.036  0.397
H  1.344  2.027  -0.065  0.382
H  -0.808  -0.838  1.227  0.268
H  0.336  0.513  -1.250  0.320
H  -0.049  1.557  0.999  0.371
H  1.609  -0.502  1.307  0.325
H  -2.991  -1.120  -0.157  0.345
H  -0.329  2.281  -0.607  0.311
H  2.560  -0.142  -0.154  0.361
H  1.887  -1.753  0.105  0.364

HOMO	-9.103	eV
orbital gap	10.150	eV
spin multiplicity	1
E_tot	-271.65895	Eh
charge	0

=====

Record 4
ORCA calculation (ωB97M-V/def2-TZVPD) on a single C5H10O molecule.

Last column: Mulliken charge in e.
Atoms and positions in Å:
O  -0.631  1.161  -1.569  -0.509
C  0.652  0.673  -1.235  -0.695
C  -0.443  0.541  -0.288  1.179
C  0.657  -1.641  0.365  -1.045
C  -0.599  1.567  0.832  -1.274
C  -0.674  -0.945  -0.016  -0.811
H  1.246  -1.064  1.089  0.286
H  0.451  -2.616  0.812  0.345
H  -1.375  -1.079  0.808  0.376
H  1.318  -1.817  -0.493  0.312
H  -1.089  -1.429  -0.906  0.289
H  0.362  2.052  1.026  0.272
H  0.913  -0.206  -1.824  0.343
H  1.471  1.310  -0.928  0.249
H  -1.297  2.371  0.562  0.340
H  -0.960  1.121  1.762  0.341

HOMO	-10.009	eV
orbital gap	11.054	eV
spin multiplicity	1
E_tot	-271.68923	Eh
charge	0

=====

Record 5
ORCA calculation (ωB97M-V/def2-TZVPD) on a single C5H10O molecule.

Last column: Mulliken charge in e.
Atoms and positions in Å:
O  -1.414  0.548  -1.203  -0.522
C  1.702  0.815  0.563  -1.062
C  -0.535  -0.160  -0.323  1.365
C  -1.444  0.879  0.176  -0.681
C  -0.926  -1.600  -0.068  -1.440
C  0.949  0.111  -0.565  -0.802
H  1.667  0.246  1.498  0.305
H  1.440  -0.847  -0.782  0.323
H  -0.638  -1.901  0.947  0.281
H  1.297  1.813  0.759  0.289
H  -2.357  0.576  0.692  0.267
H  1.017  0.707  -1.481  0.325
H  -0.432  -2.276  -0.775  0.346
H  -2.009  -1.717  -0.176  0.407
H  -1.075  1.867  0.450  0.250
H  2.755  0.941  0.289  0.350

HOMO	-10.052	eV
orbital gap	11.060	eV
spin multiplicity	1
E_tot	-271.70843	Eh
charge	0

=====

Record 6
ORCA calculation (ωB97M-V/def2-TZVPD) on a single C5H10O molecule.

Last column: Mulliken charge in e.
Atoms and positions in Å:
O  -0.316  1.256  1.222  -0.562
C  1.226  -0.827  0.113  -0.403
C  -0.927  0.493  0.503  0.738
C  -2.432  0.614  0.345  -1.109
C  -0.238  -0.619  -0.271  -0.630
C  2.174  0.212  -0.480  -1.132
H  3.201  0.040  -0.141  0.318
H  -2.880  0.819  1.322  0.329
H  -2.660  1.464  -0.307  0.273
H  1.535  -1.829  -0.210  0.335
H  -2.886  -0.282  -0.087  0.318
H  -0.821  -1.538  -0.121  0.357
H  2.174  0.166  -1.577  0.302
H  1.885  1.221  -0.173  0.314
H  -0.336  -0.389  -1.344  0.283
H  1.302  -0.803  1.207  0.269

HOMO	-9.596	eV
orbital gap	10.607	eV
spin multiplicity	1
E_tot	-271.75060	Eh
charge	0

=====

Record 7
ORCA calculation (ωB97M-V/def2-TZVPD) on a single C5H10O molecule.

Last column: Mulliken charge in e.
Atoms and positions in Å:
O  -0.212  -1.700  -1.120  -0.555
C  1.421  -0.841  0.940  -1.456
C  -2.053  -0.248  -0.701  -1.208
C  0.753  1.317  -0.183  -1.326
C  -0.631  -0.740  -0.509  0.567
C  0.252  0.022  0.477  0.662
H  -2.614  -0.368  0.234  0.324
H  1.350  1.895  0.530  0.363
H  -2.076  0.817  -0.957  0.309
H  -2.538  -0.826  -1.491  0.328
H  2.018  -1.156  0.080  0.308
H  -0.067  1.956  -0.527  0.332
H  1.390  1.081  -1.044  0.325
H  -0.372  0.300  1.339  0.266
H  2.063  -0.283  1.629  0.409
H  1.073  -1.747  1.447  0.352

HOMO	-9.535	eV
orbital gap	10.524	eV
spin multiplicity	1
E_tot	-271.75249	Eh
charge	0

=====

Record 8
ORCA calculation (ωB97M-V/def2-TZVPD) on a 3-piece molecular cluster, C5H10O overall in a non-equilibrium geometry.

Last column: Mulliken charge in e.
Atoms and positions in Å:
O  1.965  -0.865  -0.320  -0.443
C  1.984  -0.090  0.615  -0.203
C  -0.756  1.411  0.642  -0.393
C  -1.431  -1.209  -1.010  -0.708
C  -0.641  -2.018  -0.312  -0.451
C  0.209  1.927  -0.114  -0.629
H  -1.064  -0.562  -1.810  0.307
H  0.394  -2.185  -0.577  0.287
H  1.370  -0.212  1.525  0.282
H  2.643  0.794  0.594  0.324
H  0.785  2.781  0.237  0.328
H  -2.505  -1.193  -0.833  0.335
H  -0.998  -2.551  0.566  0.242
H  -1.485  0.722  0.236  0.174
H  -0.888  1.682  1.686  0.279
H  0.417  1.569  -1.124  0.269

HOMO	-9.526	eV
orbital gap	10.376	eV
spin multiplicity	1
E_tot	-271.63234	Eh
charge	0

=====

Record 9
ORCA calculation (ωB97M-V/def2-TZVPD) on a 2-piece molecular cluster, C5H10O overall.

Last column: Mulliken charge in e.
Atoms and positions in Å:
O  1.763  -1.344  -0.886  -0.507
C  -0.924  -1.543  0.615  -0.860
C  -1.730  0.623  -0.360  -1.002
C  1.758  -0.458  -0.067  0.165
C  -1.272  -0.267  0.760  0.114
C  1.710  1.002  -0.423  -0.890
H  2.741  1.341  -0.568  0.353
H  -1.515  0.177  -1.337  0.275
H  -1.241  1.603  -0.319  0.259
H  -1.235  0.183  1.752  0.315
H  -2.810  0.799  -0.292  0.328
H  -0.913  -2.023  -0.361  0.258
H  1.261  1.601  0.374  0.244
H  1.831  -0.683  1.017  0.386
H  1.171  1.138  -1.362  0.254
H  -0.595  -2.150  1.455  0.309

HOMO	-9.661	eV
orbital gap	10.735	eV
spin multiplicity	1
E_tot	-271.70334	Eh
charge	0

=====

Record 10
ORCA calculation (ωB97M-V/def2-TZVPD) on a single C5H10O molecule in a non-equilibrium geometry.

Last column: Mulliken charge in e.
Atoms and positions in Å:
O  -1.806  0.942  1.387  -0.535
C  0.828  0.306  -1.165  -0.136
C  1.878  -0.548  -1.222  -0.637
C  -1.063  0.315  0.336  0.201
C  0.194  1.067  -0.025  -0.547
C  -0.765  -1.168  0.738  -1.236
H  -0.438  -1.805  -0.067  0.380
H  -0.112  2.075  -0.521  0.207
H  0.285  0.690  -2.085  0.205
H  -1.206  1.129  2.112  0.324
H  0.780  1.266  0.863  0.433
H  0.083  -1.181  1.488  0.263
H  -1.847  0.428  -0.471  0.242
H  2.176  -1.111  -2.158  0.226
H  2.660  -0.835  -0.391  0.211
H  -1.646  -1.569  1.184  0.398

HOMO	-9.622	eV
orbital gap	10.672	eV
spin multiplicity	1
E_tot	-271.68834	Eh
charge	0

=====

Record 11
ORCA calculation (ωB97M-V/def2-TZVPD) on a single C5H10O molecule.

Last column: Mulliken charge in e.
Atoms and positions in Å:
O  0.784  0.669  0.726  -0.402
C  0.069  1.865  0.789  -0.766
C  0.120  -0.335  -1.456  -0.767
C  -1.058  -0.957  0.783  -1.389
C  1.217  -1.086  -0.742  -0.677
C  0.162  -0.386  0.054  1.107
H  -1.484  -1.834  0.284  0.393
H  -0.288  2.163  -0.207  0.310
H  -0.781  1.786  1.477  0.280
H  -0.608  -0.953  -1.976  0.264
H  -1.863  -0.203  0.792  0.311
H  0.776  2.609  1.162  0.264
H  1.282  -2.164  -0.787  0.266
H  -0.849  -1.210  1.828  0.320
H  0.366  0.602  -1.942  0.258
H  2.171  -0.555  -0.763  0.227

HOMO	-9.521	eV
orbital gap	10.569	eV
spin multiplicity	1
E_tot	-271.69302	Eh
charge	0

=====

Record 12
ORCA calculation (ωB97M-V/def2-TZVPD) on a single C5H10O molecule in a non-equilibrium geometry.

Last column: Mulliken charge in e.
Atoms and positions in Å:
O  1.062  -1.411  0.243  -0.438
C  -0.348  -1.609  0.116  -0.524
C  -0.630  -0.184  0.588  0.307
C  0.902  -0.011  0.526  0.328
C  -1.556  0.689  -0.255  -1.397
C  1.559  0.863  -0.506  -1.393
H  -2.593  0.340  -0.208  0.379
H  -1.537  1.733  0.070  0.331
H  -0.804  -0.294  1.671  0.336
H  -0.701  -2.421  0.762  0.263
H  1.414  1.918  -0.257  0.320
H  1.337  0.226  1.504  0.281
H  2.637  0.670  -0.521  0.368
H  -1.270  0.675  -1.320  0.303
H  -0.622  -1.853  -0.913  0.245
H  1.150  0.669  -1.498  0.290

HOMO	-9.461	eV
orbital gap	10.551	eV
spin multiplicity	1
E_tot	-271.70740	Eh
charge	0

=====

Record 13
ORCA calculation (ωB97M-V/def2-TZVPD) on a 2-piece molecular cluster, C5H10O overall.

Last column: Mulliken charge in e.
Atoms and positions in Å:
O  -1.101  -1.664  1.829  -0.676
C  -0.107  0.438  0.538  -0.349
C  0.134  1.260  -0.704  -0.281
C  0.932  -0.629  0.004  -0.560
C  0.957  0.136  -1.330  -0.702
C  -1.242  0.767  -0.399  -0.520
H  1.952  0.403  -1.681  0.287
H  -1.724  0.000  -1.005  0.167
H  1.868  -0.523  0.564  0.219
H  -0.596  -1.272  2.551  0.317
H  -1.943  1.526  -0.048  0.262
H  0.412  -0.384  -2.126  0.255
H  -0.188  0.819  1.558  0.367
H  0.403  2.308  -0.714  0.362
H  0.788  -1.724  -0.104  0.439
H  -0.546  -1.460  1.068  0.415

HOMO	-9.795	eV
orbital gap	10.813	eV
spin multiplicity	1
E_tot	-271.66575	Eh
charge	0

=====

Record 14
ORCA calculation (ωB97M-V/def2-TZVPD) on a single C5H10O molecule.

Last column: Mulliken charge in e.
Atoms and positions in Å:
O  1.616  0.665  0.957  -0.469
C  -1.287  0.101  -0.960  -1.286
C  1.033  -0.029  -0.063  0.522
C  -0.417  -0.412  0.196  0.655
C  1.724  -0.270  -1.182  -1.123
C  -0.959  0.094  1.537  -1.437
H  -0.915  -0.260  -1.922  0.341
H  -1.275  1.197  -0.989  0.313
H  -0.471  -1.510  0.202  0.222
H  -0.970  1.189  1.575  0.325
H  2.560  0.657  0.749  0.316
H  -2.326  -0.228  -0.845  0.373
H  -1.989  -0.255  1.672  0.401
H  1.391  -0.952  -1.953  0.257
H  -0.365  -0.259  2.384  0.340
H  2.649  0.273  -1.360  0.249

HOMO	-8.699	eV
orbital gap	9.626	eV
spin multiplicity	1
E_tot	-271.72435	Eh
charge	0

=====

Record 15
ORCA calculation (ωB97M-V/def2-TZVPD) on C5H10O as an isolated structure.

Last column: Mulliken charge in e.
Atoms and positions in Å:
O  1.473  -1.123  1.166  -0.561
C  -1.655  -0.738  0.009  -1.307
C  -0.982  0.439  -0.676  0.222
C  0.504  0.560  -0.910  -0.478
C  -0.041  1.360  0.023  -0.484
C  1.822  -0.799  0.013  -0.210
H  0.583  0.051  1.727  0.103
H  0.134  0.697  1.530  -0.011
H  -2.529  -0.386  0.571  0.317
H  0.017  2.373  0.398  0.405
H  -0.985  -1.257  0.698  0.314
H  1.132  0.730  -1.773  0.408
H  -1.637  0.926  -1.407  0.332
H  1.636  -1.481  -0.830  0.314
H  2.652  -0.084  -0.128  0.305
H  -2.011  -1.462  -0.733  0.332

HOMO	-9.136	eV
orbital gap	9.477	eV
spin multiplicity	1
E_tot	-271.53762	Eh
charge	0